{"formula": "C3H7NO2", "method": "the ωB97M-V functional and the def2-TZVPD basis", "homo_energy_ev": -9.84, "smiles": "NC(=O)O.C=C", "gap_ev": 10.648, "spin_multiplicity": 1, "energy_ha": -323.733038, "total_charge": 0, "symbols": ["N", "C", "O", "O", "H", "H", "H", "C", "C", "H", "H", "H", "H"], "positions_angstrom": [[-1.34828, 0.30765, -1.36695], [-1.09223, -0.67329, -0.47160], [-1.89040, -1.16477, 0.30015], [0.06017, -1.37127, -0.85717], [-2.24189, 0.77430, -1.31400], [-0.64346, 0.52257, -2.05473], [0.01410, -2.18784, -0.32226], [1.71692, 0.40908, 0.65915], [0.62830, 0.82542, 1.34016], [2.32821, -0.40736, 1.02789], [2.03695, 0.90671, -0.24946], [0.11216, 1.73702, 1.05920], [0.31944, 0.32179, 2.24962]], "forces_ev_per_angstrom": [[0.31, 0.39, 0.54], [-0.55, -2.63, -1.88], [0.73, 0.97, 0.36], [-0.90, 0.33, 0.86], [0.41, 0.00, -0.08], [-0.33, 0.15, 0.11], [0.16, 0.49, -0.24], [-1.12, 0.71, 0.99], [1.66, -0.13, -0.37], [-0.16, -0.10, -0.20], [0.04, -0.02, 0.08], [-0.19, -0.24, -0.11], [-0.05, 0.08, -0.08]]}